Entry 1:
34
Properties=species:S:1:pos:R:3 method="wB97M-V/def2-TZVPD" e_above_lowest_kcal_mol=10.39 e_homo_ha=-0.3555 e_lumo_ev=-1.80 total_energy_ha=-1711.818287 spin_multiplicity=1
Na -1.244 -0.758 2.947
Na 2.652 -2.400 -0.158
S -0.067 -0.557 0.333
O -0.631 -1.744 1.001
O -1.188 0.311 -0.021
O 0.731 0.149 1.352
O 0.769 -0.955 -0.795
O 1.570 1.543 -1.766
H 2.533 1.547 -1.746
H 1.318 0.745 -1.232
O -3.479 -1.068 0.147
H -3.477 -1.756 0.818
H -2.562 -0.761 0.104
O 1.595 0.951 3.649
H 1.259 0.637 2.793
H 2.548 0.863 3.585
O 1.274 -1.170 -3.527
H 1.063 -0.922 -2.619
H 2.061 -0.663 -3.744
O -1.506 -4.021 -0.139
H -1.049 -4.691 0.377
H -1.198 -3.169 0.228
O 0.716 3.168 0.114
H 0.445 2.476 0.712
H 0.962 2.702 -0.724
O 3.380 -0.141 1.173
H 2.441 0.095 1.300
H 3.730 -0.244 2.062
O -2.120 0.851 -2.460
H -1.654 0.663 -1.623
H -2.192 1.809 -2.490
O -3.236 2.147 0.311
H -2.625 1.427 0.086
H -2.820 2.936 -0.049



Entry 2:
29
Properties=species:S:1:pos:R:3 method="wB97M-V/def2-TZVPD" e_homo_ha="-0.7045 / -0.7049" e_lumo_ev="-11.84 / -17.61" charge=+3 total_energy_ha=-1706.029255 spin_multiplicity=3 s2=2.063
O 0.481 -0.215 -0.933
V 0.345 0.308 0.581
O 0.157 2.105 -3.088
H 0.365 1.437 -3.742
H -0.643 1.789 -2.669
O -1.952 0.755 -1.514
H -2.513 -0.018 -1.459
H -2.561 1.492 -1.549
O 1.431 -1.388 1.392
H 1.323 -2.338 1.359
H 2.293 -1.258 1.786
O 2.127 1.558 0.353
H 2.874 1.249 0.866
H 2.516 2.096 -0.337
O 0.811 1.165 2.566
H 0.421 1.962 2.925
H 1.203 0.728 3.322
O -0.737 2.281 0.523
H -0.668 3.042 1.099
H -1.499 2.465 -0.027
O -0.749 -2.509 -0.062
H -1.593 -2.175 -0.366
H -0.913 -3.430 0.138
O 1.236 -3.514 -2.106
H 0.889 -3.248 -2.958
H 0.777 -2.958 -1.476
O -1.495 -0.340 1.590
H -2.339 0.102 1.682
H -1.587 -1.142 2.104



Entry 3:
27
Properties=species:S:1:pos:R:3 method="wB97M-V/def2-TZVPD" e_above_lowest_kcal_mol=55.52 e_homo_ha=-0.3844 e_lumo_ev=-0.22 total_energy_ha=-687.937319 spin_multiplicity=1
O 10.026 -6.029 -15.420
H 9.097 -6.236 -15.648
H 10.465 -6.874 -15.560
O 14.451 -3.188 -14.818
H 14.033 -3.966 -14.480
H 15.217 -3.227 -14.264
O 10.492 -3.558 -14.429
H 10.726 -3.098 -15.214
H 9.739 -4.085 -14.801
O 13.773 -4.910 -12.024
H 13.835 -4.409 -11.234
H 12.850 -5.065 -12.197
O 11.837 -4.350 -19.130
H 12.676 -4.252 -19.602
H 12.038 -4.914 -18.437
O 12.726 -6.823 -17.583
H 11.796 -6.889 -17.715
H 12.934 -7.692 -17.168
O 11.035 -5.529 -12.281
H 10.928 -4.605 -12.392
H 10.165 -5.879 -12.335
O 12.712 -5.632 -14.757
H 12.721 -5.749 -15.746
H 11.936 -5.133 -14.522
O 12.564 -8.003 -13.533
H 12.573 -7.140 -13.965
H 13.063 -7.917 -12.706



Entry 4:
27
Properties=species:S:1:pos:R:3 method="wB97M-V/def2-TZVPD" e_above_lowest_kcal_mol=109.40 e_homo_ha=-0.3942 e_lumo_ev=-0.64 total_energy_ha=-687.851448 spin_multiplicity=1
H 0.517 -1.008 -0.415
H -0.140 0.304 -0.814
H -2.757 -4.192 0.485
H -1.765 -5.328 0.296
H 5.165 -0.877 0.526
H 4.956 -0.369 -0.892
H -2.431 3.283 -1.243
H -2.845 1.829 -1.084
H 1.773 2.985 0.429
H 3.012 2.924 -0.449
H -0.463 -0.900 4.061
H -0.424 -0.726 2.551
H -1.381 3.739 0.055
H -1.848 3.368 1.453
H 1.837 -2.166 -1.091
H 1.218 -2.896 -2.271
H -4.131 -0.417 -0.111
H -2.907 -1.308 0.023
O 0.517 -0.338 -1.108
O -1.866 -4.470 0.724
O 5.553 -0.904 -0.356
O -2.719 2.515 -1.750
O 2.721 3.156 0.440
O 0.142 -0.722 3.332
O -1.592 4.124 0.913
O 1.195 -2.055 -1.802
O -3.624 -1.088 -0.582



Entry 5:
27
Properties=species:S:1:pos:R:3 method="wB97M-V/def2-TZVPD" e_above_lowest_kcal_mol=86.53 e_homo_ha=-0.3699 e_lumo_ev=-0.10 total_energy_ha=-687.887899 spin_multiplicity=1
H -1.294 1.105 0.421
H -0.019 0.423 -0.047
H 3.564 -1.618 -1.011
H 4.067 -2.999 -0.621
H -2.605 -3.221 0.702
H -3.904 -2.462 0.486
H -2.702 -1.789 -1.116
H -1.441 -1.008 -1.451
H -0.050 -0.398 1.982
H 0.238 -1.889 1.907
H 3.613 1.496 -0.153
H 3.959 2.142 -1.485
H 3.605 -0.893 0.901
H 2.123 -0.629 0.692
H -5.050 1.616 -0.724
H -5.682 1.719 0.654
H 1.513 4.274 -0.491
H 0.057 4.250 -0.053
O -0.737 0.986 -0.356
O 3.256 -2.491 -0.740
O -3.203 -2.921 0.009
O -1.740 -1.842 -1.070
O 0.298 -1.076 1.392
O 4.001 1.302 -1.014
O 2.901 -0.281 1.143
O -5.719 2.102 -0.229
O 0.952 4.100 0.274



Entry 6:
27
Properties=species:S:1:pos:R:3 method="wB97M-V/def2-TZVPD" e_above_lowest_kcal_mol=45.27 e_homo_ha=-0.3958 e_lumo_ev=0.06 total_energy_ha=-687.953660 spin_multiplicity=1
O 0.615 3.045 -0.752
H 0.757 2.221 -0.287
H 0.671 3.717 -0.073
O 3.981 0.508 1.549
H 3.984 0.031 0.719
H 3.243 0.139 2.035
O -1.857 -2.483 -0.285
H -1.099 -2.203 -0.798
H -2.396 -2.977 -0.903
O 0.306 0.498 0.244
H 0.289 -0.141 -0.468
H 0.420 -0.028 1.036
O -2.004 1.612 -1.321
H -2.557 2.384 -1.443
H -1.256 1.930 -0.816
O 0.153 0.029 2.821
H -0.494 0.707 2.627
H 0.606 0.347 3.603
O -0.749 -2.200 3.872
H -0.696 -2.936 3.263
H -0.338 -1.473 3.405
O 0.232 -1.542 -1.915
H -0.001 -0.891 -2.578
H 1.108 -1.834 -2.164
O -0.911 0.129 -3.819
H -1.028 0.756 -4.532
H -0.977 0.656 -3.022